# 1
{
  "formula": "C41H44Cl5FeN6O2P2S",
  "method": "ωB97M-V/def2-TZVPD",
  "symbols": ["Fe", "Cl", "Cl", "Cl", "Cl", "Cl", "S", "P", "P", "O", "O", "N", "N", "N", "N", "N", "N", "C", "C", "C", "C", "C", "C", "C", "C", "C", "C", "C", "C", "C", "C", "C", "C", "C", "C", "C", "C", "C", "C", "C", "C", "C", "C", "C", "C", "C", "C", "C", "C", "C", "C", "C", "C", "C", "C", "C", "C", "C", "H", "H", "H", "H", "H", "H", "H", "H", "H", "H", "H", "H", "H", "H", "H", "H", "H", "H", "H", "H", "H", "H", "H", "H", "H", "H", "H", "H", "H", "H", "H", "H", "H", "H", "H", "H", "H", "H", "H", "H", "H", "H", "H", "H"],
  "xyz": [[-0.271, 0.337, -1.383], [-6.156, 0.449, -4.082], [-0.756, 0.674, -3.680], [-3.553, -1.397, 0.251], [-6.172, -0.929, -1.292], [-3.378, 1.228, -5.368], [-1.025, -6.303, -1.700], [1.999, 0.165, -1.532], [0.091, 0.913, 0.937], [-2.765, 6.275, 0.863], [-3.889, 4.120, 3.426], [-0.716, -7.806, 2.587], [3.804, -0.666, 0.317], [-0.923, 2.834, -1.744], [-3.817, 4.271, 1.041], [2.214, 0.051, 2.496], [-0.299, -1.821, -1.570], [-4.528, 4.602, 2.258], [-2.290, 0.075, -1.658], [0.133, -8.211, 1.644], [-1.663, -6.933, 2.234], [-0.520, 3.699, -2.676], [-0.940, 0.476, 2.438], [-0.872, 5.039, -2.669], [4.595, 1.256, -2.050], [-1.801, -6.432, 0.948], [-3.498, -0.436, -1.196], [-0.028, -2.573, -0.499], [3.446, -0.464, 2.684], [2.750, 2.808, -1.420], [-4.695, -0.322, -1.929], [-2.365, 0.494, -2.976], [5.986, -1.543, 3.075], [3.940, -0.636, 4.001], [2.617, -1.307, -2.407], [-2.936, 5.138, 0.468], [2.615, -0.152, 0.162], [-0.748, -4.580, -1.563], [0.090, -7.762, 0.328], [2.746, 1.699, -3.673], [-2.136, 4.613, -0.693], [1.784, 0.201, 1.276], [3.100, 1.532, -2.190], [-2.326, 1.091, 2.164], [-0.229, -3.936, -0.445], [-1.671, 5.510, -1.644], [0.435, 2.685, 1.285], [-0.786, -2.445, -2.649], [-1.024, -3.801, -2.689], [-0.985, -1.053, 2.549], [-1.740, 3.292, -0.792], [-4.702, 0.265, -3.193], [-0.894, -6.851, -0.016], [4.252, -0.840, 1.578], [5.178, -1.160, 4.184], [-3.489, 0.636, -3.760], [5.540, -1.389, 1.801], [-0.437, 1.060, 3.768], [3.033, 2.721, -0.367], [-0.476, 3.169, 1.637], [-3.068, 0.630, 2.823], [0.008, -1.453, 2.773], [1.674, 1.847, -3.824], [-3.915, 3.342, 0.669], [-2.331, 2.162, 2.381], [-0.511, 5.698, -3.449], [2.420, -1.221, -3.476], [3.296, 3.657, -1.841], [0.596, 0.805, 3.975], [0.803, -8.116, -0.406], [3.060, 0.837, -4.262], [1.685, 3.027, -1.479], [0.383, -2.053, 0.361], [3.263, 2.575, -4.072], [-2.660, 0.936, 1.138], [-3.141, 4.695, 3.621], [-2.351, -6.629, 3.017], [-4.636, 5.680, 2.283], [4.920, 0.419, -2.671], [5.138, 2.147, -2.384], [5.555, -1.285, 5.192], [2.112, -2.193, -2.033], [0.023, -4.478, 0.456], [6.145, -1.672, 0.946], [-5.503, 4.132, 2.224], [0.122, 3.309, -3.457], [-1.060, 0.638, 4.565], [0.785, 3.208, 0.401], [-1.432, -4.252, -3.587], [-2.075, 2.551, -0.073], [-1.358, -1.517, 1.641], [6.971, -1.961, 3.244], [3.683, -1.406, -2.226], [3.319, -0.342, 4.838], [4.887, 1.053, -1.022], [-1.940, 6.556, -1.559], [-0.553, 2.146, 3.805], [-1.650, -1.337, 3.369], [-0.994, -1.836, -3.519], [-2.598, -5.739, 0.702], [1.191, 2.741, 2.068], [0.890, -8.925, 1.955]],
  "atomic_forces_ev_per_a": [[-1.0, -0.3, 0.1], [0.0, 0.0, 0.0], [0.1, 0.0, -0.6], [0.1, 0.1, 0.1], [0.0, 0.0, 0.0], [0.0, 0.0, 0.0], [-0.1, 0.0, 0.0], [0.5, 0.2, -0.1], [0.5, -0.3, 0.3], [0.0, -0.1, 0.0], [0.0, 0.0, -0.3], [0.0, 0.1, -0.2], [0.1, -0.1, 0.0], [0.1, -0.3, 0.4], [0.1, 0.0, 0.0], [-0.2, 0.1, 0.3], [0.0, 0.5, 0.4], [0.2, -0.1, 0.1], [0.0, 0.2, -0.2], [-0.1, 0.1, 0.1], [0.1, -0.1, 0.0], [0.1, 0.0, 0.0], [0.0, 0.0, -0.1], [0.0, 0.0, 0.0], [0.0, 0.0, -0.1], [0.0, 0.0, 0.0], [-0.2, 0.0, -0.2], [0.1, 0.1, 0.1], [0.3, -0.2, -0.1], [0.1, 0.0, 0.0], [0.1, 0.0, 0.2], [-0.1, 0.0, 0.2], [0.1, 0.0, 0.3], [-0.2, 0.1, 0.0], [-0.1, 0.0, 0.0], [0.0, 0.0, 0.1], [-0.4, 0.3, 0.1], [0.0, 0.0, -0.1], [0.0, 0.0, 0.0], [0.0, 0.0, 0.0], [0.0, 0.0, 0.1], [0.0, 0.0, -0.6], [-0.2, 0.0, 0.1], [0.0, -0.1, 0.1], [0.0, 0.0, 0.1], [0.0, 0.1, 0.0], [0.0, 0.0, -0.1], [0.0, -0.1, 0.0], [0.0, 0.0, 0.0], [0.0, 0.1, 0.1], [-0.1, -0.2, -0.1], [-0.1, -0.1, 0.0], [0.0, 0.0, 0.0], [0.0, 0.0, 0.3], [0.3, -0.1, 0.0], [0.2, 0.1, -0.2], [-0.1, 0.0, -0.2], [-0.1, 0.1, 0.0], [0.0, 0.0, 0.0], [0.0, 0.0, 0.0], [0.1, 0.0, 0.0], [-0.1, 0.0, 0.0], [0.1, 0.0, 0.0], [0.0, 0.0, 0.0], [0.0, -0.1, 0.0], [0.0, 0.0, 0.0], [0.0, 0.0, 0.0], [0.0, -0.1, 0.0], [0.0, 0.0, 0.0], [0.0, 0.0, 0.1], [0.0, 0.0, 0.0], [0.0, 0.0, 0.0], [0.0, -0.1, -0.1], [0.0, 0.0, 0.0], [0.0, -0.1, 0.0], [0.0, 0.1, 0.0], [0.0, 0.0, 0.0], [0.0, 0.1, 0.0], [0.0, 0.0, 0.1], [0.0, -0.1, 0.0], [0.1, 0.0, -0.1], [0.0, 0.0, 0.0], [0.0, 0.0, 0.0], [-0.1, 0.0, 0.1], [-0.1, -0.1, 0.0], [0.0, 0.0, 0.0], [0.0, 0.1, -0.1], [0.0, 0.0, 0.0], [0.0, 0.1, 0.1], [0.0, 0.1, 0.0], [0.0, 0.0, 0.0], [-0.1, 0.0, 0.1], [0.1, 0.0, 0.0], [0.0, 0.0, -0.1], [0.0, 0.0, 0.0], [0.0, 0.0, 0.0], [0.0, -0.1, 0.0], [0.0, 0.0, -0.1], [0.0, 0.0, 0.1], [0.0, 0.0, 0.0], [0.0, 0.0, 0.0], [0.0, 0.0, 0.0]],
  "mulliken_charge": [0.68, -0.18, -0.42, -0.16, -0.17, -0.18, -0.26, 1.22, 1.11, -0.65, -0.51, -0.58, -0.20, 0.75, -0.02, 0.02, 1.09, -0.72, -0.80, -0.36, -0.35, -0.21, 1.90, -1.17, -1.73, -0.16, 0.36, -1.20, 0.06, -1.43, 0.06, 1.39, -0.61, -0.59, -1.58, 0.46, -0.47, 0.94, -0.18, -1.77, 0.85, -0.21, 2.14, -1.18, -0.67, -0.84, -1.43, -0.87, -1.35, -1.65, -0.44, 0.39, 0.33, 0.07, -0.56, -0.26, -0.39, -1.76, 0.28, 0.35, 0.55, 0.30, 0.23, 0.15, 0.37, 0.49, 0.41, 0.68, 0.13, 0.41, 0.35, -0.04, 0.39, 0.50, -0.47, 0.34, 0.38, 0.38, 0.36, 0.49, 0.42, 0.43, 0.52, 0.47, 0.36, 0.37, 0.54, 0.09, 0.48, -0.29, 0.00, 0.41, 0.45, 0.50, 0.35, 0.51, 0.30, 0.57, 0.57, 0.47, 0.56, 0.37],
  "max_force_ev_per_a": 1.0,
  "gap_ev": [7.844, 7.858],
  "charge": 1,
  "e_homo_ev": [-11.03, -11.04],
  "e_tot_ev": -182675.1541,
  "e_lumo_ha": [-0.117, -0.117]
}

# 2
{
  "formula": "C41H44ClN2P2SY",
  "method": "ωB97M-V/def2-TZVPD",
  "symbols": ["Y", "Cl", "S", "P", "P", "N", "N", "C", "C", "C", "C", "C", "C", "C", "C", "C", "C", "C", "C", "C", "C", "C", "C", "C", "C", "C", "C", "C", "C", "C", "C", "C", "C", "C", "C", "C", "C", "C", "C", "C", "C", "C", "C", "C", "C", "C", "C", "C", "H", "H", "H", "H", "H", "H", "H", "H", "H", "H", "H", "H", "H", "H", "H", "H", "H", "H", "H", "H", "H", "H", "H", "H", "H", "H", "H", "H", "H", "H", "H", "H", "H", "H", "H", "H", "H", "H", "H", "H", "H", "H", "H", "H"],
  "xyz": [[0.314, -0.165, -1.050], [-0.350, 0.092, -3.724], [0.577, -0.242, 1.783], [-0.037, -2.773, 0.085], [-0.068, 2.612, -0.172], [-0.955, -0.344, 4.094], [1.222, 0.513, 4.331], [2.353, 4.552, -2.953], [-1.036, 3.368, 2.308], [-3.310, 4.956, -1.199], [3.595, 3.977, -2.659], [1.853, -4.831, 0.021], [3.090, -5.393, -0.289], [0.187, 4.735, 3.910], [-1.532, 3.308, -1.031], [-3.059, -3.535, -3.301], [-1.130, -0.856, 5.492], [-0.945, 3.984, 3.555], [-1.045, -4.191, -2.189], [3.717, -3.345, -1.461], [0.279, -3.555, 2.682], [-1.431, -4.580, 4.063], [1.085, 1.461, 5.480], [-2.478, -1.572, 5.630], [2.486, -2.772, -1.135], [-2.083, 4.544, -0.679], [1.132, 4.320, 1.710], [1.211, 4.909, 2.970], [-3.355, -2.594, -2.305], [-0.143, -4.030, 3.919], [0.022, 3.522, 1.392], [-3.422, 2.884, -2.490], [0.224, 0.047, 3.539], [-2.181, 2.508, -1.985], [4.016, -4.648, -1.031], [1.817, 0.967, 6.718], [-1.852, -4.224, 1.690], [2.631, 2.691, -0.871], [3.753, 3.071, -1.608], [-1.942, -4.374, -3.241], [1.368, 3.233, -1.160], [-3.990, 4.096, -2.072], [-2.395, -2.359, -1.311], [1.552, -3.524, -0.400], [1.241, 4.182, -2.188], [-0.580, -3.625, 1.570], [-2.262, -4.699, 2.940], [-1.258, -3.180, -1.241], [-3.254, -5.153, 3.042], [-1.771, -4.947, 5.043], [-1.760, 3.884, 4.271], [0.257, 4.597, -2.400], [4.732, 2.652, -1.369], [-1.724, 1.586, -2.368], [-0.275, -1.497, 5.778], [1.499, 2.422, 5.155], [2.676, -0.078, -2.670], [0.528, -3.978, 4.776], [3.304, -6.412, 0.056], [4.974, -5.104, -1.271], [-3.715, -3.645, -4.167], [4.447, -2.790, -2.056], [-3.284, -0.862, 5.339], [1.990, -0.092, -3.054], [4.454, 4.270, -3.253], [-1.034, -0.003, 6.168], [-1.578, -0.768, 3.416], [2.082, 5.513, 3.213], [-4.977, 4.396, -2.427], [1.262, -3.093, 2.582], [-3.709, 5.933, -0.922], [-1.916, 2.779, 2.040], [2.080, 0.684, 3.798], [-2.540, -1.572, -0.565], [0.032, 1.670, 5.666], [1.922, 4.468, 0.973], [-1.539, 5.165, 0.029], [1.698, 1.712, 7.518], [-4.283, -2.018, -2.335], [2.281, -1.737, -1.474], [-0.147, -4.799, -2.096], [-2.585, -1.947, 6.662], [2.233, 5.291, -3.760], [1.101, -5.370, 0.600], [2.731, 1.954, -0.079], [1.377, 0.002, 7.008], [-3.961, 2.231, -3.184], [-1.772, -5.182, -3.966], [-2.521, -2.431, 4.946], [2.883, 0.848, 6.511], [-2.505, -4.306, 0.817], [0.261, 5.217, 4.895]],
  "atomic_forces_ev_per_a": [[-0.6, 0.5, -0.9], [0.5, -0.4, 2.1], [-0.4, 0.3, 2.0], [-0.2, -0.4, -1.8], [0.0, 0.9, -1.6], [1.2, -0.2, -0.8], [-0.3, 0.4, -1.1], [-0.2, -0.2, 0.4], [0.6, 0.1, 0.0], [0.3, -0.5, -0.2], [0.0, 0.3, 0.0], [0.1, 0.5, -0.3], [-0.1, 0.1, 0.0], [0.0, 0.0, -0.4], [-0.3, -0.3, 0.0], [-0.4, -0.3, -0.3], [0.5, 0.4, 0.1], [0.1, 0.1, 0.2], [0.1, 0.0, 0.1], [0.0, -0.1, 0.0], [-0.3, 0.1, 0.1], [0.3, -0.1, -0.4], [0.1, 0.1, -0.1], [0.2, 0.5, -0.4], [0.0, -0.6, 0.3], [0.1, -0.1, 0.2], [-0.4, -0.4, 0.1], [-0.1, 0.0, 0.2], [0.7, 0.1, -0.2], [-0.4, -0.2, 0.0], [0.0, -0.2, 0.5], [-0.2, 0.4, 0.2], [0.1, -0.3, 0.2], [-0.1, -0.1, 0.1], [-0.3, 0.0, 0.1], [-0.5, -0.1, -0.2], [0.5, 0.3, 0.1], [-0.1, -0.1, -0.4], [-0.3, 0.0, -0.1], [0.2, 0.2, 0.6], [0.1, -0.1, 0.0], [0.0, 0.2, 0.0], [-0.2, -0.4, -0.3], [-0.1, -0.2, 0.3], [0.0, -0.2, 0.0], [-0.3, 0.1, 0.7], [-0.1, 0.0, 0.2], [0.4, 0.1, 0.1], [0.4, 0.2, 0.0], [0.2, 0.2, -0.6], [0.1, 0.0, -0.2], [0.2, 0.0, 0.0], [-0.3, 0.2, -0.1], [-0.3, 0.4, 0.3], [-0.3, 0.0, -0.5], [0.0, -0.2, -0.1], [-0.8, 0.1, -0.2], [-0.2, 0.0, -0.2], [0.1, 0.5, -0.3], [-0.2, 0.2, 0.0], [0.0, 0.0, 0.4], [-0.2, -0.2, 0.3], [0.3, -0.6, 0.5], [0.8, 0.1, 0.4], [0.0, -0.1, 0.1], [-0.4, -0.1, 0.0], [0.0, 0.1, 0.1], [-0.2, -0.1, 0.0], [0.3, -0.2, 0.0], [-0.2, -0.2, 0.0], [0.0, -0.4, -0.1], [0.2, 0.2, 0.1], [-0.5, -0.2, 0.3], [-0.2, -0.2, 0.0], [0.0, -0.3, 0.0], [-0.2, 0.0, 0.3], [-0.2, 0.0, -0.1], [0.0, -0.4, -0.1], [0.4, -0.1, -0.1], [0.2, -0.6, 0.2], [-0.3, 0.0, -0.1], [-0.2, 0.3, -0.5], [0.2, -0.5, 0.5], [0.3, 0.0, -0.2], [0.1, 0.0, 0.2], [0.4, 0.3, 0.2], [0.3, 0.3, 0.2], [-0.1, 0.6, 0.2], [0.0, 0.2, 0.2], [-0.1, -0.1, 0.1], [0.2, 0.0, 0.3], [-0.1, -0.3, -0.5]],
  "mulliken_charge": [-0.27, -0.47, 0.20, 1.38, 1.79, 0.00, 0.11, -0.68, -0.24, -0.80, -0.50, -0.06, -0.72, -0.69, 0.02, -0.47, -0.18, -0.71, -0.49, -0.81, -0.34, -0.82, -0.50, -1.25, 0.72, 0.00, -0.46, -0.63, -0.89, -0.67, 0.34, -0.83, -0.23, 0.33, -0.59, -1.29, -0.63, -0.25, -0.80, -0.67, 0.28, -0.45, -0.28, 0.86, -0.45, 0.40, -0.45, 0.23, 0.43, 0.43, 0.47, 0.44, 0.46, -0.59, 0.23, 0.35, 0.12, 0.47, 0.42, 0.41, 0.41, 0.43, 0.36, 0.01, 0.41, 0.35, 0.28, 0.43, 0.40, 0.50, 0.43, 0.50, 0.28, 0.60, 0.39, 0.41, 0.52, 0.38, 0.45, -1.11, 0.42, 0.39, 0.42, 0.50, 0.58, 0.27, 0.45, 0.42, 0.20, 0.36, 0.41, 0.43],
  "relative_energy_kj_mol": 59.6,
  "max_force_ev_per_a": 2.2,
  "gap_ev": 7.344,
  "charge": 2,
  "e_homo_ev": -13.36,
  "e_tot_ev": -89177.7708,
  "e_lumo_ha": -0.221
}